# 1
This record from the OMol25 dataset describes a 2-piece molecular cluster, C9H8ClNS overall. The level of theory is ωB97M-V/def2-TZVPD.

The geometry in XYZ format:
```
20
Properties=species:S:1:pos:R:3:forces:R:3:nbo_charge:R:1
C -2.837427 -0.433048 -0.583320 -0.50 0.66 -0.88 -0.21
C -2.661587 -1.812539 -0.502401 -0.28 -1.22 -0.04 -0.22
C -1.749750 0.406671 -0.426799 -0.78 -2.08 0.64 -0.19
C -1.464120 -2.373934 -0.089101 -0.13 1.57 -0.51 -0.21
C -0.578774 -0.179770 0.090258 0.95 3.16 0.09 -0.09
C 0.591034 0.587583 0.557285 0.99 -1.69 0.10 -0.15
C -0.421793 -1.527963 0.244067 0.13 -0.81 0.64 -0.15
C 1.441649 -0.324179 1.132563 -0.46 3.00 -0.65 -0.08
C 0.959421 2.023391 0.314424 -0.35 -2.06 -2.06 -0.61
N 4.050296 1.263833 -0.412625 -0.76 2.90 0.05 -0.56
S 1.128106 -1.927927 1.056519 -1.19 -1.70 -0.47 0.38
Cl 4.572488 -0.184376 -0.019385 0.70 -1.63 0.77 0.25
H -3.820158 -0.002020 -0.891429 0.94 -0.53 0.21 0.22
H -3.454812 -2.490607 -0.840499 0.22 0.36 0.30 0.22
H -1.918352 1.419455 -0.649761 0.43 1.32 0.11 0.22
H -1.203008 -3.369064 -0.182447 -0.28 -2.20 0.09 0.21
H 1.969302 2.047104 0.540704 1.98 0.45 0.43 0.21
H 0.879022 2.330093 -0.747424 -0.35 -0.14 0.63 0.22
H 0.477445 2.635191 0.975226 -1.53 1.95 1.40 0.22
H 4.041020 1.912100 0.434136 0.28 -1.30 -0.88 0.32
```
Positions in Å, forces in eV/Å.

Output
Orbital gap (spin up / spin down)   7.19 / 6.86 eV
Total charge   0
LUMO (spin up / spin down)   -0.90 / -1.17 eV
Energy above the lowest of the compared OMol25 structures with the same formula, charge and spin   588.4 kJ/mol


# 2
This record from the OMol25 dataset describes C9H8EuO6 as an isolated structure. The level of theory is ωB97M-V/def2-TZVPD.

The geometry in XYZ format:
```
24
Properties=species:S:1:pos:R:3:forces:R:3:nbo_charge:R:1
O -4.082456 -1.103194 -0.153157 3.46 3.40 0.94 -0.25
C -3.260000 -0.328100 0.065915 -3.52 -3.42 -0.92 0.44
Eu -1.018396 1.162562 0.563056 0.84 -1.60 -0.23 1.78
O -3.424439 4.074717 0.390199 2.79 -3.44 0.12 -0.23
C -2.702989 3.185125 0.423653 -3.19 3.87 -0.19 0.43
C 0.807406 3.070632 0.902713 4.23 2.94 0.74 0.43
O 1.737750 3.727360 1.062093 -3.98 -2.65 -0.67 -0.23
C -0.818663 1.565735 -2.108856 0.78 0.25 -5.22 0.44
O -0.657874 1.621478 -3.249043 -0.75 -0.20 5.05 -0.25
C -1.561860 1.104593 3.148966 -0.50 -0.72 5.02 0.43
O -1.684402 0.956267 4.280464 0.43 0.67 -4.60 -0.23
C 1.265438 -2.468620 -0.798352 -0.19 0.26 0.42 -0.43
C 2.188437 -1.258975 -0.923520 -0.42 0.54 -0.14 -0.43
C 1.848680 -0.432563 0.319280 0.94 -0.61 0.11 -0.08
O 0.388424 -0.686274 0.538346 -0.72 1.27 0.00 -0.68
C -0.040544 -1.812356 -0.338319 -0.24 -0.71 -0.47 -0.08
H 1.133897 -3.002595 -1.741108 0.01 0.02 0.13 0.29
H 1.639521 -3.165093 -0.027331 -0.28 0.21 -0.33 0.26
H 1.900641 -0.659213 -1.803435 0.38 -0.34 0.02 0.21
H 3.240987 -1.547222 -0.974345 -0.12 0.26 0.01 0.30
H 2.382101 -0.819431 1.202450 -0.34 0.39 -0.17 0.26
H 2.017772 0.658904 0.196483 -0.13 -0.49 0.12 0.19
H -0.591391 -1.353541 -1.189615 0.23 -0.29 0.19 0.17
H -0.708040 -2.490195 0.213462 0.27 0.40 0.07 0.25
```
Positions in Å, forces in eV/Å.

Output
Orbital gap (spin up / spin down)   5.86 / 8.43 eV
Total charge   +3
LUMO (spin up / spin down)   -16.21 / -13.65 eV
Multiplicity   7


# 3
This record from the OMol25 dataset describes a 2-piece molecular cluster, C9H8F2N2 overall. The level of theory is ωB97M-V/def2-TZVPD.

The geometry in XYZ format:
```
21
Properties=species:S:1:pos:R:3:forces:R:3:nbo_charge:R:1
C -2.135813 1.724559 -1.080943 -1.03 0.43 -0.51 0.23
C 2.194283 -0.818420 -1.747970 -1.85 0.97 1.50 -0.20
C 1.694787 -1.096224 -0.485663 -0.50 -0.77 1.01 -0.19
C 1.550846 0.184698 -2.434627 -1.65 0.82 0.91 -0.20
C 0.631219 -0.388331 0.119715 -0.80 -1.86 -0.96 -0.19
C 0.358389 0.768792 -1.969696 0.55 0.98 0.97 -0.17
C -0.191610 0.480302 -0.648850 2.38 -0.96 -0.56 -0.09
C -1.913035 1.111426 1.239501 2.72 1.19 0.74 -0.64
C -1.412834 0.974034 -0.154398 -0.59 0.90 -0.73 -0.03
N -2.826517 2.332670 -1.780016 0.10 0.08 -0.15 -0.30
N -2.383510 -2.121384 0.435205 -0.68 -1.36 1.17 0.45
F -1.737813 -3.202737 -0.073450 -0.79 0.80 0.74 -0.20
F -3.166535 -2.633871 1.521498 1.46 0.54 -1.92 -0.25
H 3.019495 -1.315512 -2.119118 1.52 -0.96 -0.77 0.21
H 2.051691 -2.019637 -0.000293 0.05 0.80 0.16 0.21
H 1.995128 0.592685 -3.291260 0.32 0.38 -1.34 0.21
H 0.153858 -0.864662 0.987925 0.62 0.55 0.04 0.21
H 0.030277 1.698790 -2.460008 -0.26 -0.82 -0.10 0.22
H -1.282287 1.958865 1.665988 -0.35 -1.05 -0.08 0.23
H -1.737051 0.241819 1.825872 0.22 -0.71 0.59 0.22
H -2.876713 1.482153 1.449075 -1.47 0.04 -0.71 0.25
```
Positions in Å, forces in eV/Å.

Output
Orbital gap (spin up / spin down)   8.09 / 6.35 eV
Total charge   0
LUMO (spin up / spin down)   -1.52 / -1.54 eV
Energy above the lowest of the compared OMol25 structures with the same formula, charge and spin   573.2 kJ/mol


# 4
This record from the OMol25 dataset describes one molecule with the formula C9H8F3I. The level of theory is ωB97M-V/def2-TZVPD.

The geometry in XYZ format:
```
21
Properties=species:S:1:pos:R:3:forces:R:3:nbo_charge:R:1
F 1.136054 1.409744 -1.905205 -0.71 0.34 0.21 -0.33
F -1.005151 1.673561 -2.305265 0.39 -0.04 0.03 -0.32
F 0.031595 3.093646 -1.056141 0.26 0.32 -0.26 -0.31
I 2.708323 -2.370997 -2.796559 -0.28 0.18 0.91 0.05
C -1.389838 1.055252 2.177027 0.50 -0.90 -0.06 -0.22
C -1.184265 -0.341706 2.304041 -0.50 0.83 0.05 -0.20
C -0.956745 1.682327 1.018663 -0.42 0.26 -0.64 -0.17
C -0.581651 -1.056690 1.276004 0.17 1.10 -0.53 -0.17
C -0.410868 0.985659 -0.085525 0.54 -0.55 0.73 -0.16
C -0.167207 -0.404396 0.065702 -0.47 -0.42 -0.02 0.01
C -0.050152 1.802558 -1.361082 -0.28 -1.34 1.10 0.98
C 1.892188 -1.576805 -0.914933 0.05 0.38 -0.05 -0.46
C 0.394435 -1.317702 -1.048509 -0.52 -0.20 -0.14 -0.47
H -1.859678 1.633038 2.986144 0.26 -0.34 -0.50 0.22
H -1.586814 -0.833455 3.199928 0.43 0.04 -0.45 0.22
H -1.143695 2.749476 0.917772 0.16 -0.18 0.00 0.23
H -0.446560 -2.128185 1.407836 0.05 0.16 -0.28 0.21
H 2.399437 -0.623270 -0.755365 0.15 -0.25 -0.13 0.22
H 2.117807 -2.249261 -0.086806 0.17 -0.09 -0.31 0.22
H -0.155862 -2.292090 -0.977648 0.42 0.84 -0.31 0.22
H 0.258647 -0.890704 -2.060080 -0.38 -0.16 0.64 0.24
```
Positions in Å, forces in eV/Å.

Output
Orbital gap   9.74 eV
Total charge   0
LUMO   0.23 eV
Energy above the lowest of the compared OMol25 structures with the same formula, charge and spin   0.0 kJ/mol
SMILES   FC(F)(F)c1ccccc1CCI


no.,maximum force (eV/A)
1,3.30
2,5.28
3,3.06
4,1.75